C46H129N9O14 | the ωB97M-V functional and the def2-TZVPD basis

Geometry as XYZ:
```
198
Properties=species:S:1:pos:R:3:forces:R:3:lowdin_charge:R:1
C 7.305 2.291 -5.963 0.753 1.377 0.879 -0.07
C 8.698 1.871 -6.541 -4.082 0.098 -0.117 -0.42
C 9.592 1.458 -5.430 1.310 0.348 0.315 -0.21
O 10.067 2.614 -4.706 -0.525 -0.070 0.031 -0.18
C 11.151 2.349 -3.824 0.862 -1.377 -1.519 -0.11
N 8.318 0.732 -7.388 0.763 -0.800 -0.306 0.02
H 7.420 3.274 -5.507 -0.078 0.487 -0.281 0.07
H 6.992 1.740 -5.076 0.061 -0.803 -0.388 0.07
H 6.498 2.337 -6.694 0.219 -0.140 -0.062 0.07
H 8.980 2.686 -7.208 0.990 0.198 0.611 0.14
H 10.343 0.844 -5.925 1.145 0.314 0.222 0.12
H 9.133 0.743 -4.747 -0.545 0.156 0.139 0.13
H 11.448 3.079 -3.070 -1.105 0.303 -0.092 0.09
H 12.028 2.264 -4.465 0.460 0.001 -0.050 0.08
H 11.057 1.343 -3.415 -0.226 0.063 0.602 0.08
H 8.128 1.082 -8.316 -0.348 0.070 -0.089 0.07
H 9.095 0.107 -7.547 0.346 -0.237 0.107 0.06
C 15.135 -3.151 -5.891 -0.342 -0.007 0.391 -0.05
C 15.308 -3.344 -4.364 -1.920 0.300 -1.509 -0.47
C 14.165 -4.210 -3.821 0.301 0.203 1.257 -0.20
O 12.870 -3.568 -3.810 2.103 0.119 -1.801 -0.20
C 11.842 -4.343 -3.259 1.129 0.359 0.550 -0.11
N 16.540 -3.979 -4.102 1.114 -0.768 0.000 0.03
H 15.437 -4.019 -6.477 0.001 -0.316 0.379 0.08
H 15.704 -2.324 -6.316 -0.145 0.267 0.235 0.07
H 14.062 -3.019 -6.026 0.052 0.384 -0.428 0.07
H 15.208 -2.379 -3.868 -0.115 0.340 0.019 0.13
H 14.514 -4.406 -2.807 -0.469 0.282 0.937 0.11
H 14.250 -5.236 -4.177 -0.775 -0.033 -1.110 0.13
H 10.965 -3.696 -3.246 -0.088 -0.379 0.077 0.09
H 12.256 -4.512 -2.265 -1.002 -0.705 0.594 0.08
H 11.703 -5.274 -3.808 -0.268 -0.083 0.034 0.09
H 16.643 -4.337 -3.163 0.142 0.298 0.123 0.07
H 17.289 -3.350 -4.353 0.277 -0.252 0.250 0.08
C 5.907 1.034 5.911 1.515 0.242 -0.628 -0.06
C 7.060 1.830 6.631 -1.718 0.296 -0.674 -0.39
C 8.110 2.553 5.787 -0.749 0.168 -0.276 -0.22
O 7.553 3.495 4.840 2.469 -0.378 0.227 -0.18
C 8.702 4.242 4.288 -1.878 0.061 -0.411 -0.09
N 6.367 2.816 7.492 0.361 -0.265 0.719 0.02
H 5.378 0.337 6.561 0.033 0.368 0.418 0.07
H 6.328 0.394 5.135 -0.083 0.074 -0.353 0.07
H 5.222 1.765 5.483 -0.057 -0.247 -0.160 0.07
H 7.647 1.085 7.169 -0.061 0.244 0.691 0.12
H 8.761 1.834 5.291 -0.138 -0.230 -0.377 0.12
H 8.771 3.104 6.456 -0.058 0.108 0.377 0.12
H 9.160 4.905 5.021 -0.297 0.108 0.172 0.08
H 8.228 4.779 3.466 0.285 0.446 0.170 0.08
H 9.517 3.681 3.830 -0.231 -0.826 0.233 0.08
H 5.469 2.432 7.752 0.019 -0.355 0.436 0.05
H 6.063 3.633 6.983 0.585 0.189 -0.565 0.06
C 2.939 7.905 2.691 0.874 -0.003 -0.484 -0.10
C 1.948 7.656 3.785 -2.326 -0.076 -1.754 -0.39
C 1.212 8.994 4.181 0.666 -1.077 -0.064 -0.20
O 0.408 9.569 3.139 0.956 -0.516 1.248 -0.19
C 0.007 10.876 3.526 -0.079 0.015 -0.844 -0.12
N 0.970 6.616 3.268 0.651 0.199 1.083 0.03
H 3.811 8.442 3.067 -0.075 0.334 -0.004 0.08
H 2.508 8.447 1.850 -0.033 0.076 0.057 0.08
H 3.347 6.967 2.316 -0.190 -0.134 -0.025 0.08
H 2.499 7.182 4.597 -0.426 0.355 0.468 0.13
H 2.001 9.684 4.481 0.039 0.363 0.097 0.11
H 0.564 8.804 5.036 -0.057 -0.007 0.234 0.12
H -0.919 10.995 2.964 0.040 0.683 0.236 0.09
H 0.765 11.616 3.269 0.077 0.091 -0.587 0.08
H -0.125 11.086 4.587 -0.423 -0.815 0.296 0.08
H 0.186 6.545 3.900 -0.075 -0.086 0.192 0.05
H 0.558 6.784 2.361 0.377 0.588 -0.145 0.06
C -5.660 6.677 5.689 1.843 0.261 -0.853 -0.07
C -5.791 5.324 5.043 0.058 -1.502 0.438 -0.42
C -5.197 4.094 5.864 -1.261 0.045 -0.851 -0.20
O -3.803 4.040 5.922 1.290 1.257 0.168 -0.19
C -3.304 3.043 6.791 -0.295 0.656 0.687 -0.11
N -7.191 5.197 4.687 -1.699 -1.095 0.369 0.00
H -6.446 6.915 6.406 0.038 -0.167 -0.116 0.08
H -5.686 7.303 4.798 -0.319 0.842 0.448 0.08
H -4.671 6.832 6.120 0.006 0.076 0.264 0.07
H -5.432 5.204 4.021 1.387 0.656 0.257 0.13
H -5.463 3.168 5.354 -0.833 -0.109 -0.078 0.12
H -5.625 4.083 6.867 -0.143 0.054 0.290 0.12
H -3.603 3.215 7.825 -1.276 -0.232 0.162 0.08
H -2.250 3.166 7.041 0.429 -0.141 -1.462 0.09
H -3.607 2.064 6.418 0.337 -0.233 0.278 0.09
H -7.495 6.047 4.234 0.403 0.136 -0.701 0.07
H -7.809 5.257 5.485 0.036 -0.509 0.696 0.06
C -7.368 9.994 -1.974 1.293 -0.524 -0.604 -0.04
C -6.463 9.508 -3.171 -1.005 1.128 0.826 -0.46
C -5.829 8.167 -2.897 0.213 -2.482 0.625 -0.15
O -6.771 7.028 -2.638 0.010 1.721 0.098 -0.23
C -6.240 5.797 -2.129 0.145 1.278 -0.647 -0.10
N -7.258 9.537 -4.342 -1.443 -0.351 -1.137 0.02
H -6.701 10.524 -1.295 -0.174 -0.400 0.545 0.07
H -7.782 9.065 -1.582 -0.240 0.379 0.566 0.07
H -8.144 10.713 -2.235 0.068 -0.301 -0.444 0.07
H -5.718 10.281 -3.363 0.662 -0.332 0.443 0.13
H -5.164 8.223 -2.035 0.207 0.046 0.097 0.12
H -5.280 7.813 -3.769 0.416 0.369 -0.124 0.12
H -7.123 5.221 -1.850 0.304 -0.161 -0.038 0.09
H -5.568 5.939 -1.283 -0.154 0.175 0.342 0.08
H -5.635 5.315 -2.898 -0.154 -0.356 -0.175 0.08
H -7.956 8.818 -4.215 -0.435 -0.094 -0.381 0.08
H -6.768 9.318 -5.197 0.287 -0.097 0.010 0.07
C -5.049 -7.617 8.523 -0.466 1.437 -0.792 -0.07
C -4.539 -8.664 7.568 -1.501 0.264 0.199 -0.46
C -3.159 -8.351 7.005 -0.042 -1.411 0.268 -0.22
O -3.254 -7.180 6.235 0.184 -0.569 -0.409 -0.16
C -2.227 -7.080 5.285 0.035 1.156 -1.124 -0.13
N -4.702 -9.938 8.221 2.069 -1.403 0.972 0.02
H -4.466 -7.595 9.443 -0.021 -0.108 0.060 0.08
H -6.110 -7.752 8.728 0.036 -0.303 0.284 0.08
H -5.009 -6.628 8.066 0.251 0.219 0.073 0.07
H -5.194 -8.843 6.716 -0.033 1.108 -0.450 0.14
H -2.885 -9.272 6.490 -0.071 0.074 -1.134 0.12
H -2.304 -8.307 7.679 -0.227 0.546 0.946 0.13
H -1.238 -6.888 5.699 0.096 -0.365 0.336 0.09
H -2.432 -6.224 4.643 -0.228 0.459 0.386 0.08
H -2.190 -7.845 4.509 -0.042 -0.883 0.549 0.09
H -4.107 -9.848 9.032 0.503 -0.642 0.420 0.06
H -5.589 -10.085 8.679 -0.543 0.422 -0.586 0.07
C -4.493 -0.747 -6.179 -1.247 -0.123 0.723 -0.06
C -5.494 -1.835 -6.635 -0.943 1.318 0.979 -0.44
C -6.811 -1.117 -7.098 1.478 -1.016 -0.212 -0.23
O -7.310 -0.390 -6.020 -0.510 1.072 0.708 -0.20
C -8.498 0.374 -6.310 0.925 -0.708 -1.308 -0.07
N -4.951 -2.739 -7.621 -0.446 0.136 -0.120 0.03
H -4.144 -0.114 -6.995 0.486 -0.398 -0.119 0.08
H -3.751 -1.198 -5.520 0.556 0.119 -0.538 0.07
H -5.037 -0.067 -5.524 -0.066 0.068 0.096 0.06
H -5.773 -2.416 -5.757 0.023 -0.068 0.159 0.13
H -7.521 -1.842 -7.496 -0.291 -0.218 0.141 0.12
H -6.487 -0.516 -7.947 -0.245 0.702 -0.221 0.12
H -8.904 0.944 -5.475 0.146 -0.851 0.382 0.09
H -9.144 -0.349 -6.807 -0.890 0.275 0.435 0.08
H -8.306 1.138 -7.064 0.385 0.125 -0.258 0.08
H -4.956 -2.228 -8.493 0.368 -0.134 -0.434 0.07
H -3.990 -2.863 -7.337 0.276 -0.299 -0.404 0.07
C 2.329 -0.950 -0.295 -1.250 1.703 2.433 -0.06
C 0.966 -1.644 -0.069 1.384 -1.262 -0.393 -0.45
C -0.245 -0.757 0.102 -0.147 0.492 -0.425 -0.22
O -1.380 -1.486 0.515 -0.105 -0.957 -0.818 -0.20
C -2.476 -0.673 0.890 0.681 -0.534 1.295 -0.10
N 0.768 -2.531 -1.201 -1.040 -0.194 -0.613 0.02
H 2.278 -0.102 -0.977 0.219 -0.673 -0.808 0.08
H 3.248 -1.534 -0.249 -0.425 -0.381 -0.846 0.08
H 2.415 -0.386 0.634 0.355 0.286 0.489 0.06
H 1.021 -2.289 0.809 0.210 0.298 0.639 0.13
H -0.471 -0.358 -0.887 0.084 0.591 -0.146 0.13
H -0.090 0.036 0.833 0.398 0.285 -0.033 0.13
H -2.140 -0.286 1.852 -0.517 0.783 0.207 0.08
H -3.316 -1.332 1.110 -0.001 0.020 -0.322 0.09
H -2.772 0.135 0.221 0.247 -0.121 -0.336 0.09
H 1.382 -3.330 -1.142 0.227 -0.007 0.012 0.07
H -0.163 -2.902 -1.079 -0.313 -0.344 -0.344 0.06
C 4.814 -7.789 -0.070 -1.102 -0.869 0.197 -0.09
C 3.961 -8.599 -1.032 0.114 -0.436 -1.238 -0.33
O 2.679 -8.005 -1.322 0.730 0.656 0.762 -0.09
H 5.535 -8.479 0.368 0.221 0.097 -0.114 0.07
H 4.138 -7.522 0.742 0.364 0.819 0.089 0.08
H 5.335 -7.002 -0.614 -0.299 0.290 0.534 0.08
H 3.843 -9.637 -0.718 -0.188 0.018 0.376 0.10
H 4.588 -8.647 -1.922 -0.325 -0.180 -0.588 0.10
H 2.099 -8.527 -1.880 0.484 -0.385 -0.015 0.08
C 2.756 -2.018 -9.190 0.127 -1.162 0.928 -0.08
C 2.736 -2.117 -7.630 -0.452 1.916 -0.752 -0.32
O 1.862 -3.117 -7.120 0.507 -0.062 -0.645 -0.08
H 2.985 -3.031 -9.522 0.089 0.032 -0.432 0.07
H 3.532 -1.342 -9.549 0.147 -0.055 0.306 0.07
H 1.836 -1.707 -9.685 -0.238 -0.055 0.508 0.07
H 2.405 -1.140 -7.278 -0.375 0.240 0.168 0.10
H 3.753 -2.129 -7.237 0.216 -0.856 -0.128 0.10
H 1.995 -3.165 -6.170 -0.025 0.008 0.062 0.08
C -5.331 -7.255 -1.489 -0.059 2.006 0.362 -0.09
C -6.370 -8.339 -1.311 -0.844 0.458 1.806 -0.37
O -7.005 -8.648 -2.481 0.487 -0.976 -2.852 -0.06
H -4.870 -6.844 -0.590 0.232 -0.846 0.417 0.07
H -5.731 -6.305 -1.845 -0.956 -0.101 -0.288 0.07
H -4.544 -7.367 -2.234 0.133 -1.079 0.100 0.07
H -7.318 -8.124 -0.817 0.693 1.256 1.544 0.12
H -6.013 -9.198 -0.742 0.594 -0.372 -0.332 0.10
H -6.297 -8.650 -3.129 -0.281 -0.341 -0.754 0.08
C -9.306 -2.885 5.394 0.794 -1.265 -0.937 -0.10
C -8.993 -1.457 5.530 -0.645 0.780 2.858 -0.42
O -9.458 -0.734 4.492 -1.305 0.919 -3.396 -0.05
H -10.363 -3.065 5.195 0.051 0.241 -0.280 0.08
H -9.106 -3.384 6.342 0.372 -0.160 -0.165 0.08
H -8.674 -3.243 4.581 -0.256 -0.862 0.002 0.08
H -7.951 -1.185 5.703 0.200 -0.553 0.477 0.12
H -9.638 -1.272 6.389 0.512 1.094 0.877 0.11
H -9.411 0.223 4.548 0.270 -0.191 0.535 0.10
C -10.746 -2.872 -1.203 0.000 -0.543 0.200 -0.09
C -11.827 -3.013 -0.143 0.004 1.637 0.047 -0.30
O -12.134 -1.674 0.308 -0.382 -0.214 0.219 -0.11
H -9.926 -2.218 -0.908 -0.121 0.024 0.343 0.07
H -11.214 -2.413 -2.073 0.217 -0.271 -0.188 0.07
H -10.303 -3.848 -1.404 -0.086 -0.032 -0.496 0.07
H -11.584 -3.629 0.724 0.171 -0.227 -0.186 0.11
H -12.760 -3.346 -0.596 0.121 -0.351 0.079 0.11
H -11.569 -1.456 1.053 0.092 -0.019 0.005 0.07
```
Forces are in eV/Å.

Results
HOMO level in eV: -9.1033
Total energy in eV: -91855.9859
Multiplicity: 1
E_LUMO in eV: 0.304
Net charge: 0
Relative energy (zero: lowest compared OMol25 entry of this formula, charge and spin) in kcal/mol: 215.1